(1)
Here is C9H11NO3 in the gas phase in a non-equilibrium geometry from OMol25. Energies are from ωB97M-V with the def2-TZVPD basis set.

ΔE to the lowest compared entry with this formula, charge and spin: 17.8 kcal/mol
HOMO energy: -8.744 eV
energy: -17143.9889 eV
2S+1: 1
net charge: 0

Geometry as XYZ:
```
24
Properties=species:S:1:pos:R:3:nbo_charge:R:1
N 2.14 -0.63 1.17 -0.878
C 1.84 0.82 1.04 -0.165
C 1.16 1.19 -0.30 -0.437
C -0.09 0.41 -0.68 -0.076
C -0.01 -0.59 -1.65 -0.184
C -1.11 -1.41 -1.94 -0.304
C -2.36 -1.17 -1.32 0.307
O -3.42 -1.95 -1.58 -0.651
C -2.41 -0.09 -0.44 -0.268
C -1.32 0.65 -0.13 -0.188
C 1.04 1.31 2.30 0.790
O 0.49 2.36 2.36 -0.580
O 1.05 0.40 3.27 -0.679
H 1.23 -1.11 1.11 0.377
H 2.83 -1.02 0.54 0.388
H 2.70 1.50 1.23 0.229
H 0.90 2.26 -0.40 0.243
H 1.95 1.14 -1.08 0.210
H 1.04 -0.68 -2.00 0.213
H -1.03 -2.21 -2.70 0.208
H -3.22 -2.36 -2.44 0.481
H -3.34 0.07 0.09 0.222
H -1.56 1.49 0.56 0.234
H 1.50 -0.39 2.97 0.508
```


(2)
Here is 2 unconnected molecules or ions with the total composition C10H12 in a non-equilibrium geometry from OMol25. Energies are from ωB97M-V with the def2-TZVPD basis set.

ΔE to the lowest compared entry with this formula, charge and spin: 171.4 kcal/mol
HOMO energy (spin up / spin down): -8.714 / -8.485 eV
energy: -10556.1888 eV
2S+1: 1
net charge: 0

Geometry as XYZ:
```
22
Properties=species:S:1:pos:R:3:nbo_charge:R:1
C 1.30 1.05 -0.77 -0.078
C 2.51 0.75 -1.27 -0.275
C 3.21 -0.16 -0.13 -0.279
C 2.25 -1.43 -0.18 -0.159
C 1.05 -1.07 0.29 -0.265
C 1.29 0.38 0.47 0.137
C 2.63 0.55 1.12 -0.417
H 3.05 0.89 -2.14 0.201
H 4.35 -0.24 -0.23 0.226
H 2.57 -2.35 -0.56 0.217
H 0.21 -1.68 0.25 0.237
H 2.69 -0.12 1.97 0.217
H 2.79 1.59 1.38 0.239
C -3.44 -1.16 -0.08 -0.413
C -2.76 0.05 -0.24 -0.154
C -3.49 1.25 0.15 -0.679
H -4.42 -1.23 0.06 0.184
H -2.93 -1.96 -0.50 0.184
H -1.79 0.16 -0.71 0.211
H -2.89 2.19 0.15 0.218
H -4.52 1.41 -0.25 0.223
H -3.69 1.13 1.21 0.224
```


(3)
Here is a gas-phase ion, C8H13BrNO (charge +1) from OMol25. Energies are from ωB97M-V with the def2-TZVPD basis set.

ΔE to the lowest compared entry with this formula, charge and spin: 1.2 kcal/mol
HOMO energy: -12.824 eV
energy: -82079.0887 eV
2S+1: 1
net charge: +1

Geometry as XYZ:
```
24
Properties=species:S:1:pos:R:3:nbo_charge:R:1
C -2.36 -1.23 -0.99 -0.261
O -1.63 -0.14 -0.43 -0.508
C -0.37 -0.42 0.06 0.253
C -0.06 0.55 1.18 -0.009
C -0.48 0.10 2.53 -0.655
C 0.46 1.74 0.86 -0.109
Br 0.83 3.09 2.14 0.136
C 0.79 2.06 -0.52 -0.186
C 0.86 1.12 -1.45 -0.059
N 0.65 -0.28 -1.08 -0.388
C 1.94 -0.93 -0.77 -0.423
H -3.35 -0.84 -1.20 0.233
H -2.44 -2.05 -0.27 0.192
H -1.91 -1.60 -1.92 0.166
H -0.29 -1.46 0.41 0.202
H -1.53 -0.17 2.53 0.244
H -0.32 0.88 3.27 0.257
H 0.09 -0.78 2.84 0.235
H 0.98 3.09 -0.77 0.268
H 1.12 1.29 -2.48 0.244
H 0.23 -0.76 -1.89 0.443
H 2.36 -0.47 0.12 0.246
H 1.80 -2.00 -0.58 0.233
H 2.63 -0.80 -1.60 0.245
```


(4)
Here is a molecular structure, C31H45BrN2P2Ti in a non-equilibrium geometry from OMol25. Energies are from ωB97M-V with the def2-TZVPD basis set.

ΔE to the lowest compared entry with this formula, charge and spin: 15.1 kcal/mol
HOMO energy (spin up / spin down): -12.591 / -12.978 eV
energy: -147575.6898 eV
2S+1: 3
net charge: +2

Geometry as XYZ:
```
82
Properties=species:S:1:pos:R:3:mulliken_spin:R:1
C 5.92 -1.69 -4.78 0.000
C 4.94 -0.71 -4.61 0.002
C 4.85 0.34 -5.54 0.000
C 5.78 0.39 -6.59 0.000
N 6.73 -0.55 -6.73 0.000
C 6.81 -1.56 -5.86 0.000
C 4.07 -0.71 -3.45 -0.003
C 3.37 -0.36 -2.51 0.001
C 2.61 -0.10 -1.39 -0.002
C 1.81 -1.17 -1.00 0.050
C 1.00 -0.92 0.12 0.013
C 1.19 0.33 0.85 -0.063
C 2.03 1.36 0.45 0.000
C 2.67 1.17 -0.76 0.021
Ti -0.17 -0.64 1.75 0.947
P -2.30 -1.08 0.69 -0.066
H 4.09 1.12 -5.43 0.000
H 6.02 -2.51 -4.07 0.000
H 5.74 1.20 -7.32 0.000
H 7.60 -2.31 -6.01 0.000
H 3.27 1.94 -1.24 0.001
H 1.78 -2.12 -1.53 0.005
H 2.15 2.27 1.04 -0.003
H 0.13 -1.68 0.26 0.004
C -3.70 -0.72 1.79 -0.013
C -5.03 -0.40 1.09 0.001
H -3.38 0.12 2.42 0.016
H -3.84 -1.58 2.46 0.003
H -5.80 -0.26 1.86 0.000
H -4.97 0.52 0.50 0.001
H -5.36 -1.22 0.44 0.000
C -2.41 0.00 -0.79 0.024
C -2.26 -0.72 -2.13 0.006
H -1.61 0.75 -0.67 0.008
H -3.36 0.57 -0.78 0.004
H -2.24 0.03 -2.93 0.000
H -1.32 -1.28 -2.19 0.000
H -3.09 -1.40 -2.32 0.000
C -2.53 -2.83 0.17 0.019
C -3.97 -3.26 -0.12 0.002
H -2.11 -3.46 0.98 -0.010
H -1.90 -3.01 -0.71 0.006
H -3.96 -4.31 -0.46 0.000
H -4.61 -3.21 0.76 0.000
H -4.42 -2.67 -0.93 0.000
Br 0.09 1.25 3.29 0.029
P -1.11 4.48 0.41 0.653
C -2.41 3.29 -0.05 0.053
C -3.76 4.01 -0.19 0.024
H -2.46 2.49 0.70 0.043
H -2.11 2.85 -1.02 -0.006
H -4.45 3.42 -0.81 0.004
H -4.24 4.15 0.79 -0.003
H -3.66 4.99 -0.65 -0.005
C -0.70 4.20 2.17 0.053
C -0.29 5.45 2.94 0.026
H 0.12 3.47 2.18 0.052
H -1.59 3.73 2.62 -0.005
H -0.27 5.24 4.01 0.000
H 0.71 5.78 2.66 -0.002
H -0.98 6.29 2.78 -0.003
C 0.36 4.12 -0.60 0.060
C 0.50 5.08 -1.80 0.025
H 0.30 3.08 -0.95 0.034
H 1.24 4.22 0.06 -0.004
H 1.51 5.00 -2.22 0.001
H -0.20 4.85 -2.60 -0.001
H 0.36 6.13 -1.51 -0.006
C 1.32 -6.10 4.71 0.000
C 1.04 -4.80 4.03 0.000
C -0.26 -4.31 4.00 0.002
C -0.55 -3.13 3.33 0.003
N 0.43 -2.40 2.73 -0.012
C 1.71 -2.86 2.76 0.008
C 2.04 -4.04 3.42 0.000
H 1.10 -6.05 5.78 0.000
H 0.70 -6.90 4.27 0.000
H 2.38 -6.38 4.58 0.000
H -1.06 -4.86 4.50 0.000
H -1.57 -2.75 3.24 0.002
H 2.46 -2.26 2.24 -0.002
H 3.08 -4.38 3.44 0.000
```


(5)
Here is 2 unconnected molecules or ions with the total composition BrFO2S in a non-equilibrium geometry from OMol25. Energies are from ωB97M-V with the def2-TZVPD basis set.

ΔE to the lowest compared entry with this formula, charge and spin: 70.5 kcal/mol
HOMO energy (spin up / spin down): -12.046 / -12.047 eV
energy: -87686.2872 eV
2S+1: 1
net charge: 0

Geometry as XYZ:
```
5
Properties=species:S:1:pos:R:3:nbo_charge:R:1
O 1.14 0.87 -0.65 -0.762
O -0.85 1.20 0.81 -0.762
F 0.91 -1.56 1.16 -0.567
S -0.01 0.39 0.02 2.045
Br -1.20 -0.90 -1.33 0.046
```


(6)
Here is a molecular structure, C22H38N8O4PSTi from OMol25. Energies are from ωB97M-V with the def2-TZVPD basis set.

HOMO energy (spin up / spin down): -12.563 / -12.568 eV
energy: -86771.8725 eV
2S+1: 2
net charge: +2

Geometry as XYZ:
```
75
Properties=species:S:1:pos:R:3:mulliken_spin:R:1
Ti 0.57 -0.04 -0.60 0.973
N -0.90 -1.48 1.66 0.015
C -1.05 -0.30 2.52 -0.002
C -2.46 -0.13 3.11 -0.001
C -2.75 1.25 3.71 0.000
C -1.77 1.73 4.77 0.000
N -1.82 0.88 5.97 0.000
C -0.93 0.94 6.95 0.000
N -1.07 0.17 8.04 0.000
N 0.14 1.73 6.85 0.000
C -0.63 0.93 1.72 0.010
O -0.12 1.89 2.24 0.005
O -0.86 0.81 0.42 -0.023
H -1.67 -1.50 1.00 0.005
H -0.95 -2.33 2.20 0.000
H -0.31 -0.38 3.33 -0.006
H -2.63 -0.93 3.83 0.000
H -3.18 -0.29 2.30 0.000
H -3.77 1.26 4.11 0.000
H -2.74 2.00 2.92 0.000
H -2.03 2.76 5.05 0.000
H -0.77 1.73 4.36 0.000
H -2.68 0.39 6.16 0.000
H -1.87 -0.43 8.14 0.000
H -0.47 0.27 8.83 0.000
H 0.22 2.40 6.11 0.000
H 0.82 1.78 7.59 0.000
N 0.17 3.86 -6.39 0.000
C 0.75 3.30 -5.30 0.000
C 0.07 3.23 -4.07 0.004
C 0.66 2.64 -2.98 0.054
C 1.94 2.11 -3.08 -0.034
C 2.64 2.19 -4.29 -0.005
C 2.05 2.77 -5.38 0.003
S 2.69 1.30 -1.75 0.029
O 4.07 1.60 -1.64 0.000
O 1.83 1.62 -0.53 -0.007
N 2.29 -0.26 -1.94 0.002
C 2.87 -1.11 -1.01 0.009
N 1.94 -1.61 -0.17 -0.021
C 2.34 -2.46 0.80 0.017
C 3.66 -2.82 0.88 -0.003
C 4.54 -2.24 -0.03 0.009
N 4.16 -1.39 -0.97 -0.005
H -0.69 4.37 -6.30 0.000
H 0.71 4.03 -7.22 0.000
H -0.92 3.67 -3.99 0.000
H 0.14 2.64 -2.03 -0.023
H 3.65 1.79 -4.35 0.000
H 2.60 2.83 -6.31 0.000
H 1.57 -2.82 1.46 0.003
H 4.01 -3.52 1.63 0.000
H 5.60 -2.48 0.00 0.001
C -1.68 -4.31 -2.39 0.001
C -0.95 -3.28 -1.53 0.020
P -0.82 -1.60 -2.25 -0.022
C -2.54 -1.06 -2.56 -0.045
C -2.72 0.45 -2.56 0.037
C -0.06 -1.87 -3.89 -0.015
C 0.05 -0.61 -4.74 0.001
H -1.80 -5.24 -1.84 0.000
H -1.13 -4.53 -3.30 0.000
H -2.68 -3.97 -2.67 0.000
H 0.07 -3.61 -1.32 0.002
H -1.44 -3.16 -0.56 0.003
H -3.17 -1.52 -1.79 -0.003
H -2.87 -1.50 -3.51 -0.001
H -2.44 0.88 -1.59 0.001
H -3.77 0.71 -2.75 0.001
H -2.12 0.94 -3.33 0.000
H -0.66 -2.62 -4.40 -0.001
H 0.93 -2.30 -3.72 -0.002
H -0.91 -0.13 -4.89 -0.002
H 0.44 -0.86 -5.73 0.000
H 0.74 0.11 -4.29 0.016
```